[1]
Below is C3H11N4 as an isolated structure in a non-equilibrium geometry, with properties calculated with ωB97M-V/def2-TZVPD.

```
18
Properties=species:S:1:pos:R:3:forces:R:3
N 2.275881 0.294457 1.356508 -0.6 -1.0 -0.7
C 2.375358 -1.043116 1.098294 0.7 0.9 -0.2
N 1.488008 -1.698260 0.416905 0.2 -0.3 -0.4
H 3.094324 0.870216 1.470026 0.1 -0.2 0.3
H 1.441456 0.776268 1.040120 0.2 0.0 0.1
H 3.327613 -1.476720 1.471468 -0.9 0.0 -0.1
H 1.616374 -2.714527 0.379669 0.3 0.6 0.2
C -1.001699 0.244908 -0.309014 -1.4 1.5 0.7
C -2.081769 0.901845 -0.793380 0.0 0.7 0.6
N -2.951209 1.681267 -0.033627 1.5 -1.1 0.1
N -0.142766 -0.402944 -1.217804 1.0 -2.9 -0.8
H -0.727864 0.221808 0.744668 -0.2 -0.1 -0.2
H -2.288019 0.981221 -1.889878 0.3 -0.3 1.0
H -3.792800 1.889421 -0.478451 -1.4 0.5 -0.8
H -3.095769 1.467806 0.942279 0.3 -0.1 0.0
H 0.762132 -1.194621 -0.666854 -1.2 1.0 1.4
H 0.460109 0.205375 -1.741401 -0.1 0.4 -0.8
H -0.759361 -1.004404 -1.789528 1.1 0.5 -0.3
```
Positions in Å, forces in eV/Å.

Spin multiplicity: 1
Charge: +1
Orbital gap (hartree): 0.3509

***

[2]
Below is a 4-piece molecular cluster, C27H33NO14 overall, with properties calculated with ωB97M-V/def2-TZVPD.

```
75
Properties=species:S:1:pos:R:3:forces:R:3
C 3.177338 2.126613 3.873831 -0.1 0.0 0.0
O 3.085028 2.738009 2.602287 0.0 -0.1 0.1
C 3.382318 1.841073 1.543944 0.1 0.0 0.0
C 4.874866 1.456695 1.475579 0.0 0.2 -0.1
N 5.096888 0.086415 1.909716 0.1 -0.1 0.1
O 5.369210 1.497364 0.148613 -0.1 -0.1 0.1
C 5.534531 2.789385 -0.426716 -0.1 0.0 0.1
C 6.586795 3.665614 0.275259 0.2 0.0 -0.1
C 7.595903 4.205035 -0.742601 0.0 0.0 -0.1
C 5.945926 4.784545 1.119458 -0.1 0.0 0.0
C 6.941026 5.381266 2.110537 0.1 0.0 0.1
C 5.316277 5.888147 0.258814 0.0 0.0 -0.1
H 2.702223 2.794118 4.592508 0.1 0.0 0.0
H 4.219372 1.962059 4.177893 0.0 0.0 0.0
H 2.646558 1.165551 3.887718 0.1 0.0 0.0
H 3.098191 2.360600 0.625976 0.0 0.0 0.1
H 2.779297 0.931552 1.630881 0.1 0.0 0.0
H 5.422399 2.189433 2.090697 0.0 -0.1 0.0
H 5.295650 0.046852 2.903875 -0.1 0.0 -0.1
H 5.916402 -0.271453 1.429317 0.0 0.1 0.0
H 5.822858 2.576785 -1.457073 0.0 0.1 0.0
H 4.569123 3.313419 -0.457632 0.1 0.0 0.0
H 7.132905 3.002517 0.957919 0.0 0.0 0.0
H 8.099252 3.381629 -1.255451 0.0 0.0 0.1
H 7.100286 4.808222 -1.509037 0.0 0.0 0.0
H 8.361619 4.826940 -0.275883 0.0 0.0 0.0
H 5.139096 4.326495 1.703490 0.0 0.0 0.0
H 7.426297 4.603643 2.707317 0.0 0.0 0.0
H 7.725213 5.945186 1.597048 0.0 0.0 0.0
H 6.446300 6.067973 2.801780 0.0 0.0 -0.1
H 4.508615 6.394125 0.790536 0.1 0.0 0.0
H 4.894385 5.502548 -0.673805 0.0 0.0 0.1
H 6.059445 6.643254 -0.013766 0.0 -0.1 0.0
C -1.770549 0.629894 -2.036779 -0.1 0.0 0.0
C -2.007797 1.941126 -1.864620 0.0 0.1 0.1
C -1.355246 2.759542 -0.755119 -0.1 0.0 -0.1
O -1.658744 3.939021 -0.725518 0.0 0.0 0.0
C -0.453013 2.106973 0.160418 0.0 0.0 0.0
C -0.221754 0.796307 -0.011156 0.0 0.0 -0.1
C -0.861762 -0.010315 -1.128746 0.0 -0.1 0.0
O -0.542969 -1.191470 -1.170669 0.1 0.0 0.0
O 0.585634 0.088390 0.757994 0.0 0.0 0.1
O -2.819558 2.655211 -2.619731 0.0 0.0 0.0
H -2.245944 0.038025 -2.805676 0.0 0.0 0.0
H 0.009911 2.684643 0.948518 0.0 0.0 0.0
H 0.596656 -0.822478 0.400170 -0.1 0.0 0.0
H -2.786289 3.566236 -2.255356 0.0 0.0 0.0
C -4.539200 -4.281491 -2.790832 0.0 -0.1 0.0
C -4.497095 -5.522692 -3.297624 0.0 -0.1 0.0
C -3.195119 -6.221911 -3.659302 -0.2 -0.1 0.0
O -3.314487 -7.348819 -4.115107 0.1 0.0 0.0
C -1.951705 -5.538670 -3.438403 0.1 0.1 0.0
C -1.978273 -4.297520 -2.916263 -0.3 0.0 0.1
C -3.290924 -3.583435 -2.587708 0.1 0.1 0.0
O -3.208894 -2.438571 -2.178043 0.1 -0.1 0.0
O -0.889340 -3.612121 -2.655921 0.2 0.1 0.1
O -5.563383 -6.267970 -3.539933 0.0 0.0 0.0
H -5.463738 -3.781379 -2.540034 0.0 0.0 0.0
H -1.029260 -6.047614 -3.679035 0.0 0.0 0.0
H -1.106091 -2.769228 -2.194627 0.0 0.0 -0.1
H -5.210122 -7.108091 -3.906365 0.0 0.0 0.0
C -9.736393 -3.833836 1.620068 0.0 0.0 0.0
C -8.987907 -4.662649 2.364515 0.1 0.0 0.0
C -7.595919 -5.119422 1.944349 -0.1 0.0 0.1
O -7.031784 -5.870083 2.721239 0.0 0.0 0.0
C -7.050115 -4.650890 0.694859 0.0 0.0 0.0
C -7.800256 -3.823126 -0.047477 -0.1 0.0 0.0
C -9.190305 -3.363841 0.372189 0.1 0.0 -0.1
O -9.751699 -2.610214 -0.404326 0.0 0.0 0.0
O -7.422148 -3.320243 -1.210123 0.0 0.0 -0.1
O -9.365404 -5.167257 3.525593 0.0 0.0 0.0
H -10.723143 -3.507620 1.915620 0.0 0.0 0.0
H -6.063849 -4.977769 0.397400 0.0 0.0 0.0
H -8.166356 -2.758599 -1.516003 0.0 0.0 0.1
H -8.617267 -5.727651 3.824538 0.0 0.0 0.0
```
Positions in Å, forces in eV/Å.

Spin multiplicity: 1
Orbital gap (hartree): 0.2828
Structure (SMILES): COC[C@@H](N)OC[C@@H](C)C(C)C.O=C1C=C(O)C(=O)C=C1O.O=C1C=C(O)C(=O)C=C1O.O=C1C=C(O)C(=O)C=C1O

***

[3]
Below is C33H33FeN7O6S as an isolated structure in a non-equilibrium geometry, with properties calculated with ωB97M-V/def2-TZVPD.

```
81
Properties=species:S:1:pos:R:3:forces:R:3
Fe 0.714039 0.195218 0.036439 -1.6 -0.5 0.3
C 3.558300 -0.035171 0.865510 -0.1 0.0 0.1
N 2.805514 -0.207285 -0.407418 0.0 -0.2 -0.3
C 3.027522 -1.539507 -1.017536 0.4 -0.1 0.0
C 2.491596 -2.650636 -0.159739 0.0 0.0 0.0
C 2.798013 -3.981774 -0.407387 0.0 0.0 0.0
C 2.253323 -4.938384 0.431130 -0.1 0.1 0.1
C 1.455466 -4.530890 1.495768 0.0 -0.1 0.0
C 1.213916 -3.180257 1.666029 0.1 0.0 0.0
N 1.714254 -2.260776 0.836734 0.1 -0.2 0.0
C 3.204131 0.817923 -1.387453 0.2 0.0 0.0
C 2.853831 2.157974 -0.824206 0.1 0.1 -0.2
C 3.579726 3.295617 -1.132807 -0.1 0.1 0.0
C 3.181666 4.503850 -0.584100 -0.1 -0.1 0.1
C 2.095786 4.509657 0.281434 0.1 0.0 0.0
C 1.458563 3.317300 0.566434 -0.2 0.0 0.2
N 1.816106 2.152963 0.012761 -0.2 0.4 -0.3
C 2.709237 0.160791 2.105803 0.2 -0.2 0.1
C 3.337158 0.243030 3.331225 0.0 0.0 0.1
C 2.558874 0.263884 4.481859 0.0 0.0 0.0
C 1.184306 0.169305 4.369711 0.0 0.0 0.0
C 0.623829 0.118962 3.104694 0.0 0.1 0.1
N 1.377590 0.152336 2.006567 0.2 0.1 0.0
H 4.235643 0.816795 0.777408 0.0 0.0 -0.1
H 4.178509 -0.918461 1.026457 0.0 0.0 0.0
H 4.104461 -1.696040 -1.157040 0.0 0.1 -0.1
H 2.562833 -1.550964 -2.003470 -0.1 0.0 0.1
H 3.438394 -4.255581 -1.236158 0.0 0.0 0.0
H 2.446386 -5.988882 0.259768 0.0 0.0 0.0
H 1.024464 -5.246363 2.181478 0.0 0.0 0.0
H 0.587388 -2.816247 2.473196 0.0 0.0 -0.1
H 2.680444 0.620079 -2.325097 -0.1 0.1 0.0
H 4.278489 0.789663 -1.599946 0.0 -0.2 0.0
H 4.435133 3.229906 -1.791288 0.0 0.0 0.0
H 3.717432 5.415772 -0.809747 0.0 0.0 0.0
H 1.747061 5.420270 0.746372 0.0 0.0 0.0
H 0.642347 3.289509 1.274078 -0.1 -0.1 0.0
H 4.417837 0.260302 3.388069 0.0 0.0 0.0
H 3.029135 0.329161 5.453909 0.0 0.0 0.0
H 0.540209 0.151853 5.236138 0.0 0.0 0.0
H -0.444534 0.068785 2.967942 0.0 0.1 0.0
C -3.931170 0.245841 -1.664764 0.0 0.0 0.0
C -3.347749 1.553799 -2.180505 0.0 0.0 0.0
C -2.594690 2.354368 -1.109185 0.0 -0.1 -0.1
C -2.101994 3.716464 -1.682552 0.1 0.1 0.1
C -1.248260 3.644270 -2.944156 0.0 0.0 0.0
C -3.552186 2.727024 0.016355 0.0 0.0 0.0
O -4.651787 3.172142 -0.201905 0.0 0.0 0.0
N -3.067097 2.615761 1.299890 0.0 -0.1 0.0
C -1.850173 2.071375 1.689168 -0.1 0.1 -0.2
O -1.501062 2.119981 2.847616 0.1 0.0 0.0
N -1.079128 1.511307 0.690255 0.4 0.3 0.2
C -1.406890 1.596390 -0.579779 -0.1 0.3 0.1
O -0.593494 1.036558 -1.374152 0.4 -0.1 0.0
H -4.493942 -0.255789 -2.451670 0.0 0.0 0.0
H -4.602925 0.406014 -0.820558 0.0 0.0 0.0
H -3.139241 -0.429198 -1.339877 0.0 -0.1 0.0
H -4.147452 2.197719 -2.548864 0.0 0.0 0.0
H -2.659586 1.354725 -3.001701 0.0 0.0 0.0
H -1.553284 4.244591 -0.894635 0.0 0.0 0.0
H -3.004642 4.297380 -1.877561 0.0 0.0 0.0
H -0.440589 2.918860 -2.849886 0.0 0.0 0.0
H -0.809617 4.623201 -3.140063 0.0 0.0 0.0
H -1.846471 3.373959 -3.813187 0.0 0.0 0.0
H -3.681687 2.903639 2.049303 0.0 0.0 0.0
O 0.176012 -1.409632 -1.395886 0.5 0.0 -0.1
C -0.754042 -1.815670 -0.662310 -0.1 -0.2 0.0
N -0.907604 -1.257528 0.525470 0.2 0.2 0.0
S -2.168955 -1.891513 1.369289 0.0 0.1 0.1
O -1.673060 -2.628855 2.498124 -0.1 0.0 0.0
O -3.158176 -0.882103 1.604226 0.0 0.0 -0.1
C -2.636869 -3.009918 0.072669 0.0 0.0 0.0
C -3.678507 -3.910341 0.036638 0.0 0.0 0.0
C -3.807214 -4.682141 -1.114940 0.0 0.0 0.0
C -2.914717 -4.552337 -2.174905 0.0 0.0 0.0
C -1.865331 -3.642001 -2.118106 0.0 0.0 0.0
C -1.743723 -2.872419 -0.977474 0.0 0.1 0.0
H -4.369778 -4.010436 0.862213 0.0 0.0 0.0
H -4.618757 -5.393784 -1.185438 0.0 0.0 0.0
H -3.043537 -5.166192 -3.056013 0.0 0.0 0.0
H -1.165020 -3.529172 -2.934672 0.0 0.0 0.0
```
Positions in Å, forces in eV/Å.

Spin multiplicity: 6
Charge: +1
Orbital gap (alpha / beta) (hartree): 0.3380 / 0.2865

***

> Which value of spin multiplicity does entry 3 give?

6